ORCA calculation (ωB97M-V/def2-TZVPD) on a cluster of 9 separate species, C33H88F3N8O11S in total at a distorted geometry.

Last column: Löwdin charge in e.
Element x y z (Å)
C (-1.63, 2.13, 0.37)  -0.780
F (-0.51, 2.73, 0.60)  0.165
F (-2.61, 2.70, 0.99)  0.160
F (-1.98, 2.20, -0.88)  0.121
S (-1.46, 0.23, 0.63)  0.515
O (-0.25, -0.22, -0.05)  -0.377
O (-1.32, 0.06, 2.12)  -0.409
O (-2.69, -0.38, 0.02)  -0.396
C (6.39, 9.04, -2.02)  -0.076
C (5.92, 9.91, -0.82)  -0.429
C (5.08, 9.17, 0.25)  -0.184
O (3.75, 8.95, -0.25)  -0.190
C (2.79, 8.87, 0.78)  -0.121
N (7.21, 10.21, -0.29)  0.005
H (7.13, 8.29, -1.75)  0.082
H (6.82, 9.59, -2.86)  0.072
H (5.47, 8.56, -2.36)  0.073
H (5.35, 10.77, -1.19)  0.136
H (5.01, 9.87, 1.07)  0.106
H (5.55, 8.32, 0.75)  0.128
H (2.93, 7.94, 1.33)  0.091
H (1.81, 8.83, 0.31)  0.085
H (2.72, 9.75, 1.42)  0.083
H (7.87, 10.33, -1.05)  0.066
H (7.14, 11.03, 0.30)  0.072
C (-8.64, -0.44, -3.12)  -0.075
C (-7.57, -0.54, -4.18)  -0.436
C (-6.85, 0.82, -4.35)  -0.193
O (-7.62, 1.73, -5.15)  -0.185
C (-7.59, 3.06, -4.67)  -0.120
N (-6.61, -1.64, -3.93)  0.033
H (-8.11, -0.11, -2.23)  0.079
H (-9.19, -1.34, -2.84)  0.071
H (-9.39, 0.31, -3.37)  0.075
H (-7.97, -0.78, -5.16)  0.129
H (-5.85, 0.69, -4.76)  0.124
H (-6.67, 1.24, -3.36)  0.116
H (-6.61, 3.53, -4.59)  0.086
H (-8.12, 3.11, -3.72)  0.083
H (-8.17, 3.71, -5.33)  0.079
H (-6.10, -1.37, -3.10)  0.069
H (-7.05, -2.49, -3.61)  0.063
C (-6.14, -1.09, 6.51)  -0.062
C (-5.39, -1.30, 7.84)  -0.425
C (-6.25, -2.02, 8.94)  -0.176
O (-7.47, -1.29, 9.06)  -0.186
C (-8.30, -1.94, 10.02)  -0.130
N (-4.16, -1.99, 7.52)  0.017
H (-6.51, -2.07, 6.20)  0.077
H (-5.47, -0.65, 5.77)  0.078
H (-7.03, -0.45, 6.52)  0.068
H (-4.99, -0.34, 8.18)  0.131
H (-5.81, -2.02, 9.94)  0.114
H (-6.38, -3.08, 8.70)  0.119
H (-7.78, -2.14, 10.95)  0.079
H (-8.61, -2.92, 9.66)  0.080
H (-9.26, -1.50, 10.27)  0.083
H (-4.52, -2.82, 7.07)  0.061
H (-3.70, -1.46, 6.80)  0.072
C (-3.20, -9.93, 8.33)  -0.068
C (-3.72, -8.65, 7.67)  -0.440
C (-2.88, -8.17, 6.50)  -0.173
O (-3.50, -7.01, 5.84)  -0.203
C (-2.92, -6.61, 4.64)  -0.131
N (-5.09, -8.85, 7.22)  0.032
H (-3.75, -10.25, 9.22)  0.076
H (-2.15, -9.84, 8.58)  0.070
H (-3.18, -10.78, 7.63)  0.073
H (-3.78, -7.86, 8.43)  0.139
H (-2.71, -8.95, 5.76)  0.122
H (-1.89, -7.89, 6.86)  0.122
H (-3.56, -5.86, 4.18)  0.095
H (-2.78, -7.45, 3.97)  0.079
H (-1.90, -6.23, 4.72)  0.085
H (-5.32, -7.94, 6.83)  0.057
H (-5.03, -9.38, 6.36)  0.066
C (1.48, -6.53, -3.81)  -0.067
C (0.66, -6.16, -2.57)  -0.435
C (1.45, -6.07, -1.23)  -0.169
O (2.05, -7.35, -0.88)  -0.205
C (2.67, -7.28, 0.39)  -0.130
N (0.07, -4.87, -2.94)  0.032
H (0.89, -6.68, -4.72)  0.077
H (1.97, -7.49, -3.64)  0.069
H (2.23, -5.75, -3.91)  0.078
H (-0.19, -6.82, -2.37)  0.133
H (0.73, -5.78, -0.47)  0.119
H (2.25, -5.32, -1.23)  0.121
H (3.43, -6.50, 0.25)  0.081
H (3.07, -8.25, 0.68)  0.086
H (2.00, -6.91, 1.17)  0.081
H (0.87, -4.33, -3.22)  0.061
H (-0.12, -4.38, -2.08)  0.069
C (4.12, 2.14, -3.75)  -0.059
C (4.08, 1.18, -4.91)  -0.514
C (5.43, 0.93, -5.65)  -0.144
O (6.06, 2.10, -6.29)  -0.215
C (5.28, 2.76, -7.33)  -0.099
N (3.52, -0.04, -4.55)  0.036
H (4.82, 1.82, -2.98)  0.087
H (3.12, 2.34, -3.37)  0.087
H (4.48, 3.09, -4.13)  0.073
H (3.39, 1.58, -5.65)  0.129
H (5.23, 0.18, -6.41)  0.114
H (6.29, 0.57, -5.08)  0.122
H (5.93, 3.09, -8.14)  0.076
H (4.65, 3.57, -6.95)  0.077
H (4.60, 2.07, -7.82)  0.077
H (3.01, 0.14, -3.70)  0.079
H (4.29, -0.56, -4.16)  0.074
C (8.59, -2.48, 3.04)  -0.092
C (8.59, -1.72, 4.33)  -0.460
C (7.33, -0.91, 4.54)  -0.179
O (7.12, 0.03, 3.44)  -0.197
C (5.85, 0.67, 3.42)  -0.101
N (8.82, -2.67, 5.41)  0.026
H (7.76, -3.19, 2.99)  0.086
H (9.54, -2.91, 2.72)  0.074
H (8.56, -1.81, 2.18)  0.074
H (9.49, -1.11, 4.25)  0.138
H (7.43, -0.42, 5.51)  0.122
H (6.47, -1.58, 4.61)  0.122
H (5.55, 1.25, 4.30)  0.084
H (5.08, -0.06, 3.17)  0.087
H (5.93, 1.32, 2.55)  0.087
H (8.00, -3.26, 5.49)  0.064
H (9.54, -3.34, 5.18)  0.066
C (-2.58, 4.39, -8.66)  -0.065
C (-1.26, 5.09, -8.36)  -0.487
C (-1.18, 5.70, -6.98)  -0.177
O (-0.05, 6.62, -7.03)  -0.218
C (0.22, 7.28, -5.79)  -0.098
N (-0.17, 4.18, -8.58)  0.042
H (-2.67, 3.46, -8.09)  0.077
H (-2.59, 4.01, -9.68)  0.072
H (-3.50, 4.92, -8.39)  0.073
H (-1.14, 5.93, -9.05)  0.131
H (-1.09, 4.89, -6.26)  0.139
H (-2.08, 6.31, -6.92)  0.123
H (-0.77, 7.58, -5.44)  0.082
H (0.83, 8.14, -6.06)  0.085
H (0.75, 6.64, -5.09)  0.088
H (-0.03, 4.09, -9.58)  0.072
H (0.59, 4.81, -8.33)  0.062

Output
charge = -1
E = -3273.384142 hartree